{"formula": "C28H43Cl2N4O4RhS2Si4", "method": "ωB97M-V/def2-TZVPD", "charge": 0, "spin_multiplicity": 5, "relative_energy_ev": 0.420, "s2": 6.06, "largest_force_ev_per_a": 0.7, "total_energy_ev": -125119.69642, "species": ["Rh", "Cl", "Cl", "S", "S", "Si", "Si", "Si", "Si", "O", "O", "O", "O", "N", "N", "N", "N", "C", "C", "C", "C", "C", "C", "C", "C", "C", "C", "C", "C", "C", "C", "C", "C", "C", "C", "C", "C", "C", "C", "C", "C", "C", "C", "C", "C", "H", "H", "H", "H", "H", "H", "H", "H", "H", "H", "H", "H", "H", "H", "H", "H", "H", "H", "H", "H", "H", "H", "H", "H", "H", "H", "H", "H", "H", "H", "H", "H", "H", "H", "H", "H", "H", "H", "H", "H", "H", "H", "H"], "coordinates": [[-0.344, 0.931, 1.087], [-4.139, -2.519, 5.976], [-5.123, 1.685, 2.813], [0.563, 0.531, -2.210], [-2.491, 2.624, -0.688], [3.452, -0.298, -0.700], [1.129, 1.800, 2.681], [1.142, -0.513, -0.230], [0.649, -2.845, -0.301], [1.073, 3.402, -1.027], [-2.817, 1.215, -0.927], [-3.444, 3.340, 0.100], [-2.333, 1.253, 2.004], [-0.649, -0.677, 2.661], [0.135, -1.412, -3.934], [-0.953, 2.734, -0.159], [-1.763, -0.523, -2.861], [0.808, -3.775, -1.941], [4.587, -1.247, 0.475], [-2.817, -1.453, -3.257], [1.904, -3.725, 0.798], [-1.866, -0.652, 3.260], [1.469, 3.577, 2.218], [-2.662, 4.458, -4.313], [-1.114, -3.145, 0.293], [0.255, -1.581, 3.153], [-1.316, -2.503, 4.726], [-0.141, 3.314, -1.092], [-0.417, 4.470, -3.399], [-2.737, 0.396, 2.837], [-0.023, -2.471, 4.139], [-3.577, -1.426, 4.769], [-0.904, 3.783, -2.302], [-2.236, 3.441, -2.229], [-1.313, 4.803, -4.405], [3.945, 1.518, -0.713], [-2.250, -1.565, 4.277], [-4.085, 0.458, 3.394], [-0.445, -2.258, -4.971], [2.788, 0.953, 2.906], [-4.482, -0.438, 4.333], [3.797, -1.034, -2.408], [-3.150, 3.769, -3.210], [0.182, 1.796, 4.302], [-0.471, -0.602, -3.073], [-3.338, 4.739, -5.110], [0.650, 4.226, 2.536], [2.744, -0.133, 2.980], [-3.744, -1.062, -2.846], [1.131, -1.262, -3.978], [0.749, -3.156, 4.465], [-0.966, 5.344, -5.277], [-2.652, -2.446, -2.836], [0.732, 2.430, 5.007], [5.596, -0.828, 0.419], [-0.814, 2.226, 4.178], [2.825, -3.910, 0.239], [-1.131, -2.992, -4.558], [3.499, -2.085, -2.452], [4.653, -2.298, 0.184], [1.731, -3.573, -2.486], [-5.478, -0.409, 4.751], [0.372, -2.795, -5.444], [2.175, -3.202, 1.714], [-1.493, -4.083, -0.123], [3.302, -0.485, -3.211], [0.808, -4.838, -1.676], [2.377, 3.888, 2.747], [0.631, 4.735, -3.452], [1.624, 3.714, 1.151], [3.455, 1.216, 2.083], [-2.920, -1.520, -4.337], [4.379, 1.796, 0.250], [-1.790, -2.338, -0.003], [3.110, 2.196, -0.902], [3.242, 1.326, 3.831], [-0.955, -1.662, -5.728], [0.085, 0.804, 4.742], [-1.156, -3.216, 1.382], [-2.018, 0.125, -2.086], [4.875, -0.993, -2.593], [1.486, -4.695, 1.083], [4.707, 1.696, -1.478], [4.273, -1.206, 1.518], [-4.196, 3.510, -3.122], [-0.040, -3.608, -2.603], [1.228, -1.558, 2.683], [-1.563, -3.207, 5.507]], "forces_ev_per_a": [[0.089, 0.117, -0.266], [0.023, 0.013, -0.016], [-0.011, -0.004, 0.024], [0.026, -0.207, -0.172], [-0.134, -0.333, 0.176], [0.090, 0.015, -0.042], [-0.159, -0.068, 0.070], [0.079, 0.113, 0.083], [-0.041, 0.119, -0.001], [0.056, 0.041, 0.149], [0.177, 0.084, -0.155], [0.029, 0.149, -0.009], [-0.024, -0.157, 0.074], [-0.133, -0.003, 0.147], [-0.094, 0.058, -0.300], [-0.117, -0.102, 0.035], [-0.176, -0.036, 0.668], [-0.038, -0.031, 0.070], [-0.060, -0.034, 0.005], [-0.037, 0.063, -0.003], [-0.021, 0.000, 0.048], [0.074, 0.004, 0.001], [0.030, 0.049, 0.055], [0.001, 0.001, -0.022], [0.017, -0.032, 0.020], [0.089, -0.060, -0.165], [0.028, 0.026, -0.044], [0.037, -0.061, -0.141], [0.019, -0.028, 0.019], [0.006, 0.094, -0.100], [-0.040, -0.039, 0.029], [-0.009, -0.071, 0.078], [-0.086, 0.038, 0.064], [0.022, 0.045, 0.026], [-0.018, 0.005, -0.044], [0.010, 0.009, 0.015], [-0.006, 0.013, -0.006], [0.001, 0.026, 0.008], [0.030, 0.009, 0.051], [0.041, -0.026, -0.018], [-0.012, -0.024, -0.003], [0.043, -0.020, 0.027], [0.052, -0.007, -0.047], [0.136, 0.082, 0.045], [0.298, 0.144, 0.128], [0.004, 0.003, 0.005], [-0.018, -0.033, -0.046], [-0.039, 0.013, 0.023], [0.000, 0.006, -0.006], [0.004, -0.046, 0.081], [-0.014, 0.000, 0.003], [-0.001, 0.000, 0.010], [0.028, 0.005, -0.004], [-0.033, -0.005, -0.003], [-0.024, 0.011, -0.023], [0.010, -0.017, -0.025], [-0.017, 0.001, -0.019], [0.015, 0.000, -0.007], [-0.010, 0.022, -0.016], [-0.028, 0.012, 0.024], [-0.014, 0.042, -0.001], [0.001, 0.024, -0.014], [0.005, 0.000, -0.014], [-0.040, 0.006, -0.028], [-0.006, 0.001, 0.036], [-0.010, 0.019, 0.043], [0.005, 0.016, -0.031], [-0.035, 0.031, 0.003], [-0.006, -0.004, 0.010], [0.038, -0.017, -0.043], [-0.028, -0.036, 0.025], [-0.011, 0.016, 0.017], [0.000, 0.022, -0.037], [0.018, -0.004, -0.018], [-0.017, -0.050, -0.031], [-0.027, 0.017, -0.018], [-0.011, 0.000, -0.004], [0.013, -0.020, 0.006], [-0.003, 0.032, -0.013], [-0.039, -0.072, -0.438], [-0.013, -0.005, -0.027], [0.030, 0.008, -0.001], [0.002, -0.023, 0.018], [-0.005, 0.026, -0.008], [0.000, -0.007, 0.017], [-0.003, 0.001, -0.012], [0.005, 0.024, 0.011], [-0.014, 0.008, -0.005]], "lowdin_charge": [0.70, 0.73, 0.77, 0.71, 0.63, 0.33, 0.46, 0.31, 0.37, 0.00, -0.35, -0.28, -0.11, -0.03, -0.02, -0.15, 0.01, -0.21, -0.21, -0.04, -0.21, -0.18, -0.20, -0.07, -0.21, -0.21, -0.05, -0.59, 0.00, -0.36, -0.08, -0.57, -0.15, -0.22, -0.06, -0.21, -0.20, -0.58, -0.06, -0.20, -0.14, -0.23, -0.03, -0.20, -0.68, 0.10, 0.04, 0.00, 0.10, 0.11, 0.10, 0.10, 0.09, 0.04, 0.04, 0.03, 0.02, 0.07, 0.01, 0.02, 0.01, 0.10, 0.10, 0.01, 0.03, 0.00, 0.04, 0.04, 0.12, 0.00, 0.00, 0.08, 0.02, 0.02, 0.00, 0.04, 0.09, 0.02, 0.02, 0.07, 0.03, 0.04, 0.03, 0.01, 0.12, 0.00, 0.06, 0.08]}